{"formula": "C7H18GaN2OSn", "method": "ωB97M-V/def2-TZVPD", "elements": ["Sn", "Ga", "O", "N", "N", "C", "C", "C", "C", "C", "C", "C", "H", "H", "H", "H", "H", "H", "H", "H", "H", "H", "H", "H", "H", "H", "H", "H", "H", "H"], "positions_angstrom": [[-1.795315, -2.656625, -2.897413], [-0.688462, 2.557310, 0.582952], [1.806156, 1.143908, 1.619553], [-2.268530, -2.272914, -0.619764], [2.058505, -0.408969, -0.052982], [0.859700, 1.689421, -0.427925], [-2.351088, 1.317970, 0.551888], [2.347869, -1.430504, 0.965331], [3.219666, -0.208566, -0.929153], [-2.454959, -1.129520, 0.320286], [1.607608, 0.807520, 0.494585], [-2.192162, 0.153972, -0.397839], [-1.218824, 0.130121, -0.902445], [-1.284221, -2.191277, -0.909366], [-2.298720, -3.150139, -0.098739], [-2.948802, 0.231623, -1.166681], [3.431428, -1.132323, -1.434557], [0.583845, 1.177908, -1.337885], [3.061167, 0.586786, -1.634364], [-0.421491, 2.894060, 2.141887], [4.097252, 0.050183, -0.341031], [1.862945, -2.358516, 0.692203], [1.525739, 2.491997, -0.709779], [-3.481682, -1.141681, 0.635679], [-0.981744, 3.984148, -0.108333], [3.404038, -1.652161, 1.011773], [-3.170366, 1.946538, 0.251119], [2.026891, -1.143151, 1.952813], [-1.831751, -1.240567, 1.191654], [-2.504694, 0.953449, 1.556533]], "forces_ev_per_a": [[-0.674, 0.302, 0.001], [0.520, 1.390, -0.103], [0.271, 0.060, 2.062], [0.865, -0.829, -0.860], [0.123, -0.647, 0.649], [-0.054, -0.306, -0.301], [0.248, -1.282, -0.066], [0.070, -0.200, -0.406], [-0.165, -0.023, 0.314], [-0.344, 0.250, -0.401], [-0.513, 0.372, -1.759], [-0.694, 0.563, 0.169], [0.334, -0.232, -0.183], [0.755, 0.257, 1.441], [-0.269, -0.109, -0.140], [-0.106, 0.145, -0.504], [0.089, -0.365, -0.431], [-0.090, -0.151, -0.347], [-0.267, 0.224, -0.392], [-0.313, -0.275, -0.024], [0.210, 0.072, 0.188], [-0.220, -0.336, -0.098], [-0.028, 0.630, 0.033], [-0.499, -0.166, 0.176], [0.109, -0.209, 0.009], [0.422, 0.062, 0.128], [-0.143, 0.613, -0.033], [-0.166, 0.278, 0.200], [0.427, -0.264, 0.271], [0.102, 0.177, 0.408]], "total_energy_ha": -2600.79985, "homo_lumo_gap_ha": 0.0919, "total_charge": 1}